Record 1
Here is a cluster of 9 separate species, C44H115N9O13 in total at a distorted geometry from the Open Molecules 2025 dataset. Energies are from the ωB97M-V functional and the def2-TZVPD basis.

Output
Energy above the lowest of the compared OMol25 structures with the same formula, charge and spin = 86.7 kcal/mol
Net charge = 0
Kohn-Sham gap = 0.3278 Eh
LUMO level = 0.49 eV
E = -3215.932772 a.u.
SMILES = COC[C@H](C)N.COC[C@H](C)N.COC[C@H](C)N.COC[C@H](C)N.COC[C@H](C)N.COCCNCCOC.COCCNCCOC.COCCNCCOC.COCCNCCOC

The geometry in XYZ format:
```
181
C44H115N9O13 (the ωB97M-V functional and the def2-TZVPD basis)
C 29.76104 3.44278 30.93479
C 30.91703 4.28256 31.37078
C 30.85149 4.81994 32.81087
O 29.65161 5.63157 33.01031
C 29.60236 6.76692 32.16801
N 32.15567 3.49504 31.11199
H 29.90906 2.99943 29.95009
H 28.88017 4.08377 30.97087
H 29.64311 2.67555 31.70000
H 31.01055 5.12382 30.68402
H 31.77517 5.34229 33.06002
H 30.86999 4.01043 33.54057
H 30.63269 7.11833 32.11298
H 28.89237 7.50209 32.54689
H 29.32862 6.43271 31.16728
H 32.14868 2.67474 31.70118
H 32.95838 4.04864 31.37524
C 33.73289 8.17750 30.85385
C 33.88760 7.81657 32.32413
C 35.02928 6.76115 32.57113
O 34.75006 5.52727 31.91596
C 35.72499 4.55933 31.91918
N 34.24498 8.96004 33.11600
H 34.64983 8.61471 30.45868
H 32.98633 8.96356 30.74048
H 33.40139 7.30836 30.28569
H 32.95604 7.50165 32.79438
H 35.10017 6.48272 33.62257
H 35.98526 7.19977 32.28509
H 36.41002 4.75441 31.09409
H 35.18033 3.61833 31.84199
H 36.30951 4.61453 32.83754
H 33.56154 9.65979 32.86431
H 33.84553 8.83898 34.03572
C 33.96558 1.25677 33.20425
C 32.59921 0.56918 33.45848
C 31.78787 0.94874 34.68842
O 32.69852 0.96854 35.79019
C 32.27853 1.29657 37.05620
N 31.88231 0.96497 32.26580
H 34.64604 1.16555 34.05085
H 33.94003 2.32362 32.98224
H 34.55058 0.64213 32.52008
H 32.77579 -0.50625 33.43928
H 31.00002 0.21133 34.84213
H 31.39535 1.95866 34.56971
H 31.57254 2.12285 36.97293
H 33.12485 1.65671 37.64112
H 31.81176 0.44588 37.55274
H 32.34632 0.62973 31.43370
H 31.00927 0.45759 32.24435
C 28.29940 9.22559 29.16837
C 28.81211 8.39883 27.95340
C 27.65234 7.61365 27.24286
O 26.83939 6.75752 28.05110
C 27.50595 5.60933 28.56190
N 29.55010 9.19262 27.00746
H 27.29892 9.61676 28.98365
H 28.97208 10.05229 29.39680
H 28.14166 8.62642 30.06515
H 29.44849 7.63480 28.39993
H 28.00296 7.01701 26.40073
H 26.93154 8.34358 26.87442
H 28.28372 6.01969 29.20594
H 27.81799 4.93688 27.76281
H 26.76865 5.04998 29.13777
H 30.16839 9.88537 27.40484
H 30.16082 8.55012 26.52341
C 32.48399 1.96437 27.31457
C 32.44383 0.85105 28.40588
C 32.86801 -0.49561 27.81920
O 31.93189 -0.91638 26.80550
C 32.16913 -2.31754 26.45326
N 33.22408 1.24621 29.58281
H 33.51396 2.10352 26.98609
H 32.11065 2.83904 27.84719
H 31.86314 1.75317 26.44392
H 31.39698 0.74336 28.68979
H 32.99714 -1.24272 28.60230
H 33.86249 -0.44744 27.37558
H 31.53549 -2.69447 25.65044
H 32.07740 -2.95411 27.33331
H 33.19479 -2.47312 26.11875
H 32.94943 2.19459 29.79551
H 34.13411 1.39839 29.17197
C 30.92162 5.66024 26.78497
O 31.28149 7.05527 26.63008
C 32.32250 7.44951 27.55666
C 33.67648 7.24092 26.87502
N 33.96553 8.23700 25.88765
C 35.07124 7.79348 24.94169
C 35.21448 8.64550 23.65958
O 34.12782 8.52427 22.72836
C 34.41748 9.02450 21.42317
H 30.00502 5.29358 26.32290
H 30.90244 5.35998 27.83263
H 31.72799 5.04078 26.39237
H 32.31410 6.82498 28.44997
H 32.16027 8.51775 27.70038
H 33.69503 6.27473 26.37080
H 34.39886 7.19086 27.68972
H 33.14353 8.53605 25.38269
H 34.72912 6.81092 24.61669
H 35.98732 7.79955 25.53234
H 36.08205 8.23076 23.14635
H 35.50613 9.66902 23.89506
H 35.21890 8.42309 20.99408
H 34.84414 10.01662 21.57072
H 33.47244 8.97202 20.88258
C 26.77395 14.26844 40.50475
O 26.79384 13.07467 39.73516
C 25.80741 12.20166 40.20181
C 25.87370 10.90709 39.40282
N 27.16101 10.35656 39.72388
C 27.56927 9.13906 38.92045
C 27.52816 9.38025 37.39099
O 28.10118 8.21483 36.80844
C 27.97055 8.23232 35.38219
H 27.44434 14.97702 40.01836
H 27.06040 14.03703 41.53066
H 25.78381 14.70937 40.38934
H 24.81206 12.62576 40.06947
H 26.00464 12.01243 41.25699
H 25.79903 11.10319 38.33321
H 25.02484 10.29901 39.71551
H 27.71777 11.14280 39.42066
H 26.99618 8.22516 39.07686
H 28.58002 8.91407 39.26082
H 28.11318 10.28043 37.20250
H 26.52491 9.58609 37.01789
H 28.51756 9.08371 34.97722
H 26.92826 8.32819 35.07796
H 28.29086 7.31841 34.88192
C 26.25386 5.76934 40.06124
O 25.24714 5.65696 39.07977
C 25.40758 6.33458 37.83781
C 24.26905 5.95180 36.86024
N 24.39442 6.87711 35.71853
C 23.35913 6.57774 34.78839
C 23.83328 7.10984 33.42352
O 25.12883 6.51909 33.15089
C 25.63142 6.61621 31.82207
H 26.03101 6.76418 40.44691
H 27.29932 5.83571 39.76007
H 26.23160 5.06682 40.89434
H 26.28625 5.98066 37.29856
H 25.58886 7.40924 37.81938
H 23.29967 5.94609 37.35860
H 24.49638 4.91467 36.61366
H 25.15214 6.53646 35.14414
H 22.41296 7.04726 35.05749
H 23.22562 5.50012 34.69339
H 23.80703 8.19936 33.40456
H 23.07575 6.72086 32.74312
H 24.88019 6.24920 31.12275
H 26.49722 5.96241 31.71698
H 26.06953 7.59057 31.60576
C 25.40846 3.10633 34.37730
O 26.31051 3.53178 35.41121
C 27.63436 3.58060 34.98993
C 28.53820 4.21638 36.11406
N 28.62679 3.28134 37.20117
C 29.53466 3.77030 38.23541
C 29.54679 3.06650 39.62521
O 28.19224 2.83479 39.95042
C 28.06015 2.42866 41.25512
H 25.49119 2.05661 34.09560
H 25.51503 3.74113 33.49766
H 24.38686 3.23332 34.73551
H 27.72894 4.33545 34.20932
H 28.03177 2.61168 34.68768
H 28.19844 5.18414 36.48299
H 29.52669 4.48209 35.73938
H 27.71560 3.24811 37.63560
H 29.14691 4.75181 38.50814
H 30.53982 3.88971 37.83107
H 30.01590 3.63575 40.42770
H 30.14070 2.17760 39.41250
H 28.87027 1.82221 41.66013
H 27.13988 1.85914 41.38494
H 27.97345 3.27594 41.93535
```

Löwdin population analysis, charges in e, atoms 1 to 8: number 1, C, carries -0.04; number 2, C, carries -0.42; number 3, C, carries -0.14; number 4, O, carries -0.21; number 5, C, carries -0.10; number 6, N, carries 0.05; number 7, H, carries 0.08; number 8, H, carries 0.06

---

Record 2
Here is a structure of composition C34H45FeGeN6O6Se from the Open Molecules 2025 dataset. Energies are from the ωB97M-V functional and the def2-TZVPD basis.

Output
Energy above the lowest of the compared OMol25 structures with the same formula, charge and spin = 82.0 kcal/mol
Net charge = +1
Kohn-Sham gap (spin up / spin down) = 0.1527 / 0.1411 Eh
LUMO level (spin up / spin down) = -2.93 / -5.68 eV
2S+1 = 5
E = -7844.438218 a.u.

The geometry in XYZ format:
```
94
C34H45FeGeN6O6Se (the ωB97M-V functional and the def2-TZVPD basis)
Fe 0.41536 0.58934 0.30765
C 1.18774 -2.41167 6.71245
C 0.74511 -1.95094 5.34653
C -0.36643 -2.45385 4.72474
C -0.81802 -1.98999 3.46936
C -1.96784 -2.64209 2.93492
N -2.89903 -2.19723 2.14939
C -3.29224 -0.80557 1.87033
C -3.66476 -0.07205 3.15788
C -4.13314 1.34313 2.85722
N -3.01953 2.08363 2.32372
C -3.09148 3.35613 1.83309
C -2.11228 3.94124 1.01970
C -2.25103 5.28482 0.59107
C -1.37910 5.89606 -0.30849
C -1.56958 7.33885 -0.71177
C -0.34621 5.14809 -0.82620
C -0.14298 3.79096 -0.42833
C 0.93931 3.08751 -1.04248
N 1.24833 1.84495 -0.90322
C 2.43785 1.35680 -1.58628
C 3.49286 0.82670 -0.58133
C 3.28408 1.29110 0.85778
N 2.11722 0.61919 1.44236
C 2.18719 0.19281 2.63960
C 1.17509 -0.59054 3.34545
C 1.50164 -1.02353 4.61202
C -0.05270 -1.02764 2.72477
O -0.39831 -0.68277 1.55885
C -0.96286 3.19125 0.54108
O -0.76314 1.98836 0.99699
H 0.36999 -2.88929 7.25030
H 1.53953 -1.57432 7.31550
H 2.00550 -3.13225 6.64365
H -0.95229 -3.21511 5.23221
H -2.10606 -3.68193 3.22472
H -3.52711 -2.89804 1.77888
H -4.15916 -0.86227 1.21224
H -2.48586 -0.31490 1.33611
H -2.80208 -0.02423 3.82770
H -4.45438 -0.62305 3.67268
H -4.51149 1.80825 3.77225
H -4.97123 1.30717 2.14616
H -2.17759 1.59524 2.04290
H -3.97416 3.92961 2.09162
H -3.08888 5.85503 0.98073
H -2.38591 7.79790 -0.15472
H -1.79926 7.42982 -1.77517
H -0.66756 7.92228 -0.52157
H 0.33301 5.58773 -1.54970
H 1.55167 3.67884 -1.72836
H 2.86682 2.14217 -2.21386
H 2.13646 0.54127 -2.25044
H 4.48749 1.13334 -0.90811
H 3.48379 -0.26777 -0.57175
H 3.10892 2.36849 0.88863
H 4.18049 1.08056 1.44665
H 3.10921 0.36515 3.20399
H 2.42562 -0.65222 5.04955
O -4.30297 -2.51691 -1.15881
C -4.74826 -1.30755 -1.50724
O -5.90821 -1.10009 -1.74716
C -3.74424 -0.21005 -1.55098
C -4.10193 1.10891 -1.70995
N -2.96668 1.82727 -1.64223
N -1.88433 1.07654 -1.45667
C -2.33418 -0.16437 -1.38204
C -1.34872 -1.24576 -1.10569
O -1.75975 -2.39851 -0.89210
O -0.11055 -0.93003 -1.08786
H -3.31010 -2.50916 -1.06632
H -5.07395 1.54824 -1.85884
H -2.85764 2.83060 -1.67836
C 5.57182 -2.80984 -2.93440
Ge 4.10619 -3.32702 -4.08929
C 4.49131 -4.88832 -5.16235
C 3.52853 -1.81442 -5.16423
C 2.61955 -3.91080 -2.83959
Se 1.64364 -2.44115 -2.17322
C 0.36138 -2.33938 -3.59701
H 6.44580 -2.56620 -3.53903
H 5.83840 -3.62028 -2.25546
H 5.30667 -1.93085 -2.34366
H 5.32775 -4.66947 -5.82712
H 3.62852 -5.16287 -5.76898
H 4.76203 -5.73466 -4.53157
H 4.39435 -1.43102 -5.70544
H 3.13595 -1.00518 -4.54524
H 2.77492 -2.09641 -5.89995
H 3.10390 -4.39424 -1.98987
H 1.95973 -4.61920 -3.34145
H 0.90241 -2.40591 -4.53730
H -0.16188 -1.39538 -3.49794
H -0.32608 -3.17707 -3.48426
```

Löwdin population analysis, charges in e, atoms 1 to 8: number 1, Fe, carries 0.65; number 2, C, carries -0.04; number 3, C, carries -0.26; number 4, C, carries 0.02; number 5, C, carries -0.11; number 6, C, carries 0.01; number 7, N, carries 0.12; number 8, C, carries -0.13

---

Record 3
Here is a structure of composition C3H8DyO3 at a distorted geometry from the Open Molecules 2025 dataset. Energies are from the ωB97M-V functional and the def2-TZVPD basis.

Output
Energy above the lowest of the compared OMol25 structures with the same formula, charge and spin = 112.3 kcal/mol
Net charge = +2
Kohn-Sham gap (spin up / spin down) = 0.3228 / 0.2250 Eh
LUMO level (spin up / spin down) = -9.59 / -11.88 eV
2S+1 = 7
E = -1228.876882 a.u.

The geometry in XYZ format:
```
15
C3H8DyO3 (the ωB97M-V functional and the def2-TZVPD basis)
O -3.99356 0.80441 0.36296
C -3.38499 1.65244 1.28899
C -2.14470 0.48593 1.86211
O -3.72457 -0.85277 2.63113
Dy -5.66247 -0.73098 1.46208
H -3.79959 2.13512 2.18210
H -2.99408 2.52401 0.74934
H -1.46071 1.10615 2.46495
H -1.65110 -0.49977 1.87707
O -1.39855 0.64874 0.05081
H -2.71494 0.58630 -0.35578
C -0.07659 0.19283 -0.09314
H 0.58477 0.77627 0.56421
H 0.03971 -0.85616 0.22432
H 0.26225 0.31337 -1.13038
```

Löwdin population analysis, charges in e, atoms 1 to 8: number 1, O, carries -0.41; number 2, C, carries -0.20; number 3, C, carries 0.16; number 4, O, carries -0.36; number 5, Dy, carries 1.93; number 6, H, carries 0.13; number 7, H, carries 0.14; number 8, H, carries 0.12